[1]
Molecular formula: C2H9N5O
Method: DFT, wB97M-V/def2-TZVPD

Element x y z (Å)
C -0.0975 1.2621 0.9414
C 0.2781 -0.8798 -0.1939
H -0.5699 0.7968 1.7840
H -0.6444 2.2123 0.8310
H 0.8871 1.6488 1.1441
H -1.0731 0.9772 -1.9566
H -1.7493 1.6476 -0.7303
H -0.2687 -2.6506 0.0302
H -2.2920 -0.8473 0.1577
H 3.2861 -0.7541 -0.3630
H 2.2554 0.4753 -0.5149
N -0.1239 0.5001 -0.2919
N -1.2913 0.7576 -0.9860
N -0.7409 -1.8318 -0.3466
N 1.4906 -1.3012 -0.0349
N 2.4568 -0.3801 -0.0684
O -1.8030 -1.6327 0.5982

Calculated values
Energy: -11713.66148 eV
Gap between HOMO and LUMO: 8.666 eV
Structure (SMILES): CN(N)/C(=N\N)NO
Energy above the lowest of the compared OMol25 structures with the same formula, charge and spin: 134.86 kcal/mol
Charge: 0
HOMO: -7.86 eV

Results of the natural (NBO) charge analysis, in e, for atoms 1 through 4: C -0.43; C 0.44; H 0.20; H 0.19



[2]
Molecular formula: C3H33N2O12
Method: DFT, wB97M-V/def2-TZVPD

Element x y z (Å)
C 1.2811 -1.0838 -0.3143
C 0.6202 -0.1098 0.6107
C -0.6006 -0.3923 1.0896
N -1.3608 0.4270 2.0153
N 1.3473 1.0691 0.8900
H 0.6872 -1.3986 -1.1560
H 1.5483 -1.9940 0.2422
H 2.2977 -0.8211 -0.5573
H -1.1828 -1.3095 0.9564
H -1.4574 -0.2785 2.8461
H -2.2134 0.7785 1.5482
H -0.8210 1.1446 2.5741
H 2.3344 0.9301 0.7282
H 0.9534 1.9348 0.5642
H -1.0312 -2.9028 0.0396
H -0.7188 -4.3476 0.4099
O -1.1821 -3.5834 0.7726
H 0.7264 1.9608 4.0412
H 0.8716 2.2357 2.6376
O 0.1592 2.2543 3.3124
H -2.2321 3.8162 -0.1360
H -2.7550 2.4338 -0.7933
O -2.2151 2.8530 -0.1068
H 3.8482 -1.7250 3.0699
H 4.3283 -1.3642 1.5774
O 3.6068 -1.4146 2.2000
H 4.7105 1.2153 -1.9720
H 4.6348 1.9849 -0.7479
O 4.0255 1.6102 -1.4014
H 0.7965 -1.5489 -3.7408
H -0.5936 -1.8077 -4.1585
O 0.1625 -2.2731 -3.7747
H -1.7044 0.5451 -3.5602
H -0.6211 0.3801 -2.5852
O -1.2104 -0.1815 -3.1546
H 1.2028 2.1519 -2.7953
H 1.0851 1.5010 -1.4398
O 0.5892 1.6249 -2.2707
H -3.7797 -0.0142 -1.2136
H -2.2769 0.0088 -1.4135
O -2.9967 0.4768 -0.9452
H -0.7017 3.6335 0.7505
H 0.3316 4.0747 -0.1622
O 0.2668 3.7740 0.7576
H -1.7106 -3.3476 -2.2421
H -0.7761 -2.2323 -2.2282
O -1.0403 -3.0120 -1.6270
H -1.2680 -3.0252 2.3600
H -2.3869 -2.3653 3.3945
O -1.5044 -2.3139 3.0314

Calculated values
Energy: -31190.75008 eV
Gap between HOMO and LUMO: 9.433 eV
Energy above the lowest of the compared OMol25 structures with the same formula, charge and spin: 90.81 kcal/mol
Charge: +1
HOMO: -11.92 eV

Results of the natural (NBO) charge analysis, in e, for atoms 1 through 4: C -0.69; C 0.20; C -0.13; N -0.76



[3]
Molecular formula: C18H46O3
Method: DFT, wB97M-V/def2-TZVPD

Element x y z (Å)
C 1.9725 5.3073 1.3727
C 1.4205 3.9193 1.6697
C 1.5995 2.9333 0.5327
C 1.3165 1.4363 1.0717
C 1.4145 0.4383 -0.1283
C 1.1815 -0.9457 0.1757
H 3.1625 5.2903 1.2167
H 1.5645 5.9863 2.0507
H 1.5345 5.8623 0.4937
H 0.3195 4.0573 1.8567
H 1.9235 3.4953 2.3897
H 2.7705 2.9903 0.1767
H 1.0035 3.1703 -0.2803
H 0.3855 1.5663 1.4957
H 1.8895 1.4393 1.9907
H 2.4425 0.4963 -0.4753
H 0.9375 0.8073 -1.0083
H 2.1735 -1.4927 0.8277
H 1.4055 -1.4867 -0.6783
H 0.4365 -1.3127 0.6217
C -3.2785 -0.5317 -0.3153
C -3.5705 -0.2167 1.2247
C -2.3345 -0.5847 1.9907
C -2.4585 -0.2307 3.4617
C -1.2685 -0.6517 4.3827
C -1.2435 -0.3377 5.8157
H -3.2165 -1.5787 -0.5143
H -2.6285 -0.0657 -0.7923
H -4.2415 -0.3897 -0.8563
H -4.2715 -0.9467 1.4527
H -4.0055 0.8603 1.4457
H -1.4075 -0.1547 1.5107
H -2.1645 -1.6977 1.8697
H -3.4775 -0.6147 3.5397
H -2.5465 0.8623 3.5527
H -0.2595 -0.1307 4.1617
H -1.0535 -1.7017 4.2617
H -2.1325 -0.7037 6.4257
H -1.3245 0.7493 6.1017
H -0.2815 -0.4967 6.4257
C -1.2505 0.5883 -3.8173
C -0.7585 -0.8437 -3.3213
O -0.1715 -1.5537 -4.4553
H -0.2865 1.0853 -3.8863
H -1.8635 0.9253 -2.9523
H -1.8225 0.6833 -4.8893
H -1.7025 -1.3147 -3.0703
H -0.1675 -0.5677 -2.4573
H 0.3255 -2.4367 -4.1583
C 0.2615 -4.9767 -0.1403
C -0.9825 -4.2777 -0.1303
O -1.2425 -3.3697 -1.1243
H 0.5145 -5.3997 0.7737
H 1.1075 -4.3467 -0.3633
H 0.3335 -5.6187 -0.9723
H -0.8635 -3.7447 0.8707
H -1.8165 -5.0047 -0.0133
H -2.1905 -3.3937 -1.5373
C 3.9735 0.7043 -3.3203
C 2.6855 0.9143 -4.0283
O 2.6835 1.9213 -5.0153
H 4.2595 1.5013 -2.3843
H 4.9885 0.4953 -4.0823
H 3.9325 -0.1547 -2.6843
H 2.0815 1.1323 -3.3243
H 2.3685 0.0313 -4.4303
H 1.9135 1.6263 -5.6023

Calculated values
Energy: -25545.55146 eV
Gap between HOMO and LUMO: 10.621 eV
Structure (SMILES): CCCCCC.CCCCCC.CCO.CCO.CCO
Energy above the lowest of the compared OMol25 structures with the same formula, charge and spin: 24.54 kcal/mol
Charge: 0
HOMO: -10.15 eV

Results of the natural (NBO) charge analysis, in e, for atoms 1 through 4: C -0.61; C -0.40; C -0.35; C -0.40



[4]
Molecular formula: C6H41N2O13
Method: DFT, wB97M-V/def2-TZVPD

Element x y z (Å)
C -0.1814 -4.1843 1.2177
C -0.3197 -2.9393 0.2945
C -1.6293 -2.1799 0.2808
C -1.6402 -0.9220 -0.6809
N -1.6627 2.7871 0.2657
C -1.8985 1.4073 0.1247
C -1.1668 0.2735 -0.0144
N 0.9630 -2.0380 0.5409
H 0.8795 -4.4846 1.2647
H -0.2860 -4.0106 2.2915
H -0.7105 -5.0727 0.7954
H -0.0431 -3.2882 -0.7991
H -2.5289 -2.7789 -0.1219
H -1.7815 -1.9385 1.3027
H -2.7408 -0.8592 -0.9858
H -1.0184 -1.2501 -1.6112
H -2.4708 3.3794 0.4321
H -0.8206 2.9928 0.7690
H -2.9355 1.1407 -0.2052
H -0.0813 0.2905 0.1480
H 1.8394 -2.1169 -0.0116
H 1.2241 -2.0887 1.5720
H 0.8001 -1.0743 0.3773
H -5.2193 -0.0522 -0.4588
H -5.1485 0.0840 0.8640
O -4.4908 0.0436 0.2420
H 1.6688 0.4387 -4.5169
H 2.2165 0.7138 -2.8614
O 1.6554 0.9874 -3.7210
H -2.3870 1.8295 2.9802
H -3.7906 2.0944 2.7168
O -3.2110 1.8119 3.4165
H 3.4565 -0.3147 -1.1299
H 3.7392 1.3309 -1.2048
O 3.4120 0.4434 -1.6707
H 3.1299 0.7849 0.7795
H 1.7706 0.6581 1.5419
O 2.3346 0.1969 0.8196
H -1.4978 -0.2971 4.0357
H -1.7348 -0.4087 2.3957
O -1.1742 -0.6647 3.2019
H 2.3595 -1.5587 3.4051
H 3.0474 -2.7683 2.8879
O 2.1801 -2.3186 2.9105
H 3.9850 3.1714 0.3158
H 2.5727 2.8056 -0.0463
O 3.3810 2.5367 0.3903
H 1.5401 2.4790 2.4592
H 0.5178 1.6754 2.9052
O 0.8466 1.9467 2.1658
H 3.3080 -2.5088 -2.2523
H 3.2864 -3.8851 -1.5444
O 2.8510 -3.0304 -1.5597
H -0.9813 3.2698 -2.6825
H -0.3588 2.5582 -3.9906
O -0.7030 2.4245 -3.1012
H 1.6680 2.9768 -3.0344
H 0.6455 2.6462 -1.8403
O 1.5338 3.0595 -2.1220
H -2.8498 0.8734 -4.0064
H -2.3524 1.8269 -2.9015
O -2.9973 1.0948 -3.0355

Calculated values
Energy: -36476.61107 eV
Gap between HOMO and LUMO: 8.084 eV
Energy above the lowest of the compared OMol25 structures with the same formula, charge and spin: 150.85 kcal/mol
Charge: +1
HOMO: -10.53 eV

Results of the natural (NBO) charge analysis, in e, for atoms 1 through 4: C -0.65; C -0.02; C -0.43; C -0.44